Below is a structure of composition C35H25N8OPRu, with properties calculated with ωB97M-V with the def2-TZVPD basis set.

Each line ends with the Löwdin spin population.
Positions of all 71 atoms, in Å:
Ru: -0.19 0.04 0.66  2.391
C: -0.76 6.55 -0.13  0.021
C: 0.61 6.55 0.15  0.023
C: 1.30 5.37 0.41  0.029
C: 0.57 4.20 0.37  0.012
C: 0.97 2.81 0.58  0.105
N: 2.20 2.42 0.85  -0.020
C: 2.57 1.17 0.98  0.102
C: 3.94 0.74 1.25  0.010
C: 5.10 1.47 1.44  0.028
C: 6.27 0.75 1.67  0.021
C: 6.26 -0.65 1.71  0.021
C: 5.10 -1.37 1.51  0.028
C: 3.94 -0.65 1.28  0.010
C: 2.57 -1.08 1.03  0.104
N: 2.19 -2.34 0.96  -0.021
C: 0.96 -2.74 0.71  0.108
N: -0.15 -1.95 0.51  0.024
C: -1.24 -2.75 0.25  0.117
N: -2.48 -2.36 0.01  -0.024
C: -2.87 -1.10 -0.08  0.121
N: -2.09 0.03 0.03  0.025
C: -2.86 1.15 -0.13  0.119
N: -2.47 2.41 -0.10  -0.023
C: -1.23 2.80 0.12  0.113
N: -0.15 2.02 0.43  0.024
C: -0.79 4.19 0.09  0.010
C: -1.49 5.36 -0.17  0.031
C: -4.24 0.72 -0.36  0.012
C: -5.39 1.44 -0.58  0.031
C: -6.56 0.72 -0.77  0.023
C: -6.57 -0.68 -0.74  0.023
C: -5.40 -1.40 -0.52  0.031
C: -4.24 -0.67 -0.33  0.012
C: -0.81 -4.14 0.29  0.010
C: -1.51 -5.31 0.09  0.031
C: -0.78 -6.50 0.19  0.021
C: 0.58 -6.49 0.48  0.024
C: 1.28 -5.30 0.67  0.029
C: 0.56 -4.13 0.57  0.012
N: 1.79 0.04 0.88  0.027
H: -1.25 7.48 -0.33  0.000
H: 1.14 7.49 0.16  0.001
H: 2.36 5.37 0.62  0.001
H: 5.10 2.55 1.41  0.001
H: 7.20 1.28 1.83  0.000
H: 7.19 -1.17 1.89  0.000
H: 5.09 -2.46 1.53  0.001
H: -2.54 5.35 -0.40  0.001
H: -5.39 2.52 -0.61  0.001
H: -7.49 1.24 -0.94  0.001
H: -7.50 -1.21 -0.89  0.000
H: -5.39 -2.48 -0.50  0.001
H: -2.56 -5.31 -0.13  0.001
H: -1.29 -7.44 0.04  0.000
H: 1.11 -7.43 0.54  0.001
H: 2.34 -5.29 0.88  0.001
C: -1.46 1.43 4.97  0.005
P: -1.63 -0.01 3.94  0.024
C: -1.26 -1.45 4.93  0.005
C: -3.35 -0.13 3.47  0.002
O: -0.73 0.07 2.72  0.154
H: -2.12 1.37 5.83  0.001
H: -1.70 2.31 4.38  0.000
H: -0.43 1.50 5.32  0.000
H: -1.92 -1.51 5.79  0.001
H: -0.22 -1.39 5.27  0.000
H: -1.38 -2.34 4.32  0.000
H: -3.99 -0.18 4.35  0.000
H: -3.51 -1.02 2.86  0.000
H: -3.63 0.75 2.89  0.000

Total charge: +2
LUMO (spin up / spin down) (eV): -7.2 / -8.1
Highest occupied orbital energy (spin up / spin down) (Eh): -0.451 / -0.531
Total energy (eV): -62530.5580
Kohn-Sham gap (spin up / spin down) (eV): 5.06 / 6.37
2S+1: 5